1.
A molecular structure, C30H28FGaNOPS4Sb, computed with the ωB97M-V functional and the def2-TZVPD basis.

```
68
Properties=species:S:1:pos:R:3:forces:R:3:lowdin_charge:R:1
Ga -1.1666 -0.0842 -1.7107 -0.03 0.05 -0.01 -0.232
C -4.3037 -1.5074 3.0468 0.01 0.02 0.01 -0.069
C -3.3405 -0.4490 2.5124 0.01 -0.01 0.02 -0.391
C -3.9371 0.2578 1.3020 0.03 -0.02 0.01 -0.069
C -1.9949 -1.1134 2.2047 -0.01 -0.07 -0.01 -0.291
C -1.2434 -1.5412 3.4836 -0.03 0.00 0.00 -0.075
O -0.0288 -0.7571 3.4727 0.02 0.05 0.03 0.006
C -0.0560 -0.0694 2.3053 -0.03 -0.03 -0.10 -0.363
N -1.0546 -0.1977 1.5412 0.03 0.00 0.08 0.168
C 1.0968 0.8148 2.0451 0.02 0.03 0.00 -0.164
C 1.5785 1.5863 3.0957 0.00 -0.01 -0.01 -0.013
C 2.6076 2.4908 2.8890 0.00 0.00 0.01 -0.072
C 3.1659 2.6093 1.6279 0.01 0.01 -0.02 -0.070
C 2.7129 1.8135 0.5847 -0.01 0.00 0.02 -0.056
C 1.6760 0.9027 0.7710 -0.02 0.03 0.03 -0.260
P 1.1301 -0.1838 -0.6072 0.02 -0.03 -0.03 1.086
C 2.3405 0.2006 -1.9081 0.02 -0.05 0.03 -0.387
C 3.5007 -0.5406 -2.1002 -0.02 0.01 0.00 -0.066
C 4.3731 -0.2099 -3.1276 0.01 0.01 -0.01 -0.077
C 4.0926 0.8640 -3.9601 0.01 -0.01 0.00 -0.085
C 2.9347 1.6065 -3.7719 -0.01 0.01 0.01 -0.073
C 2.0563 1.2709 -2.7546 -0.01 0.00 0.00 -0.133
C 1.5497 -1.8564 -0.0425 0.02 0.00 0.01 -0.349
C 1.1402 -2.9037 -0.8664 0.00 0.03 0.00 -0.113
C 1.3893 -4.2165 -0.5006 -0.01 0.00 -0.01 -0.066
C 2.0492 -4.4906 0.6886 -0.01 -0.03 -0.01 -0.084
C 2.4698 -3.4516 1.5082 0.01 0.01 0.01 -0.089
C 2.2241 -2.1352 1.1447 0.00 0.01 -0.01 -0.085
H -5.2508 -1.0544 3.3439 0.00 0.00 0.00 0.077
H -3.8991 -2.0354 3.9144 -0.02 -0.01 0.00 0.069
H -4.5120 -2.2457 2.2689 0.00 0.00 0.00 0.090
H -3.1594 0.2932 3.3025 0.01 0.02 -0.01 0.139
H -4.1088 -0.4499 0.4888 0.00 0.01 -0.01 0.048
H -3.2728 1.0355 0.9274 -0.01 0.00 -0.01 0.056
H -4.8922 0.7158 1.5684 0.00 0.00 0.00 0.080
H -2.1639 -1.9596 1.5350 -0.01 0.01 0.00 0.093
H -0.9637 -2.5936 3.5013 0.02 0.00 -0.03 0.128
H -1.7917 -1.2927 4.3936 0.02 -0.02 0.00 0.117
H 1.1299 1.4738 4.0739 0.00 0.00 0.00 0.119
H 2.9696 3.0981 3.7084 -0.01 0.00 0.00 0.103
H 3.9683 3.3139 1.4501 0.00 0.00 0.00 0.104
H 3.1823 1.8993 -0.3850 0.00 0.00 0.00 0.100
H 3.7121 -1.3867 -1.4585 0.01 -0.01 0.00 0.107
H 5.2678 -0.7990 -3.2836 0.00 0.00 0.00 0.101
H 4.7692 1.1134 -4.7678 0.00 0.00 0.00 0.099
H 2.7011 2.4312 -4.4326 0.00 0.00 0.00 0.106
H 1.1367 1.8330 -2.6266 0.00 0.00 0.00 0.098
H 0.6262 -2.7137 -1.8014 -0.02 -0.02 -0.01 0.023
H 1.0368 -5.0044 -1.1533 0.01 -0.01 -0.01 0.079
H 2.2344 -5.5172 0.9802 0.00 0.00 0.00 0.099
H 2.9903 -3.6625 2.4343 0.00 0.00 0.00 0.098
H 2.5599 -1.3334 1.7897 0.00 0.00 0.01 0.103
S -3.9119 -2.2996 -4.6338 0.01 -0.05 -0.01 -0.261
Sb -1.9878 -2.5875 -3.5014 -0.08 0.03 0.01 -0.089
S -0.5337 -0.6656 -3.8150 0.04 0.02 0.00 0.100
S -2.3216 -1.9243 -1.1615 0.03 0.02 0.01 0.131
S -0.7787 -4.4983 -3.5843 0.00 0.01 0.02 -0.216
F -2.4857 5.8785 -1.3638 0.00 0.01 0.00 0.031
C -2.2034 4.5509 -1.4120 0.00 0.00 -0.01 -0.293
C -2.4818 3.8527 -2.5681 0.01 0.01 0.01 -0.018
C -2.1829 2.4957 -2.6052 0.01 -0.01 -0.03 -0.110
C -1.6243 1.8355 -1.5080 0.02 -0.07 0.02 -0.282
C -1.3662 2.5898 -0.3623 -0.03 0.04 0.00 -0.129
C -1.6483 3.9501 -0.3020 0.00 0.00 0.01 -0.019
H -2.9184 4.3658 -3.4149 0.00 0.00 0.00 0.113
H -2.3853 1.9412 -3.5155 0.00 -0.01 0.00 0.093
H -0.9536 2.1088 0.5163 0.02 -0.01 -0.01 0.072
H -1.4490 4.5373 0.5853 0.00 0.00 0.00 0.111
```
Positions in Å, forces in eV/Å.

Output
lowest unoccupied orbital energy	0.0779	Ha
energy	-149369.4994	eV
net charge	-1
F_max	0.0021	Eh/bohr
E_HOMO	-4.602	eV

2.
2 unconnected molecules or ions with the total composition C5H14N3S, computed with the ωB97M-V functional and the def2-TZVPD basis.

```
23
Properties=species:S:1:pos:R:3:forces:R:3:lowdin_charge:R:1
C 0.3492 2.0136 0.5730 -1.36 -2.37 0.66 -0.556
C -2.1710 -1.2053 -0.6386 0.72 3.05 1.18 -0.080
C 1.6605 -1.6555 0.2139 2.35 2.27 0.37 -0.105
C -0.8935 -1.6719 0.0343 -0.19 2.34 0.07 -0.263
C 0.4258 -1.0833 -0.3221 -0.73 2.20 -0.94 -0.662
N 0.2307 2.8510 1.5909 0.14 0.18 0.82 0.176
N 0.2001 2.5052 -0.6628 -0.21 1.96 0.50 0.164
N 0.4356 0.7095 0.7843 -0.15 -1.96 -0.21 0.110
S 0.4183 -0.5593 -1.9707 1.74 -0.67 -1.43 0.931
H -2.7796 -0.3068 -0.2610 1.43 -1.23 0.04 0.128
H -1.9162 -0.9761 -1.6210 -0.08 0.32 -1.97 0.000
H -2.8007 -1.9977 -0.6479 -2.14 -2.39 -0.10 0.046
H 2.5047 -0.7630 0.1898 -2.12 -2.45 0.35 0.162
H 1.4252 -1.9828 1.2403 0.76 -0.22 -0.43 0.101
H 2.0516 -2.4192 -0.4791 -0.33 -0.10 0.62 0.099
H -0.7302 -2.6738 -0.2086 0.13 -2.01 -0.08 0.125
H -0.9714 -1.5120 1.0550 -0.28 -0.50 2.33 0.095
H 0.3772 3.7874 1.2831 0.08 0.86 0.97 0.113
H 0.3492 2.5157 2.5565 0.02 0.75 -0.98 0.146
H -0.3024 3.4328 -0.7702 1.08 -2.02 -0.21 0.168
H 0.2283 1.7820 -1.3396 -0.28 0.05 -1.18 0.014
H 0.2561 0.3383 1.7379 0.53 1.01 -0.82 0.114
H 1.6525 -1.1289 -2.3375 -1.10 0.93 0.44 -0.027
```
Positions in Å, forces in eV/Å.

Output
lowest unoccupied orbital energy	-0.1377	Ha
energy	-20709.7988	eV
net charge	+1
F_max	0.0650	Eh/bohr
E_HOMO	-13.520	eV

3.
A single H6Si5 molecule, computed with the ωB97M-V functional and the def2-TZVPD basis.

```
11
Properties=species:S:1:pos:R:3:forces:R:3:lowdin_charge:R:1
Si -0.9910 -1.9165 -0.1002 -0.34 1.40 -0.59 0.028
Si -0.4093 1.4066 0.3696 1.10 0.70 -1.74 0.029
Si 1.3020 -1.6932 0.7726 0.15 -1.26 0.72 0.275
Si 1.7203 0.4769 -0.0055 -0.68 0.03 -0.69 0.121
Si -2.1847 0.0332 0.5605 -0.76 -0.27 -0.35 0.297
H 1.9360 -0.0110 -1.4145 -0.32 0.20 -0.02 -0.109
H -0.8478 -1.4976 -1.5746 -0.11 -0.01 0.60 -0.097
H -0.6778 1.8074 1.7201 0.35 0.30 1.44 -0.140
H -0.4264 2.6560 -0.4199 -0.37 0.22 0.00 -0.130
H -2.3337 -2.6123 -0.0826 1.02 -0.97 0.13 -0.149
H 2.9123 1.3504 0.1746 -0.04 -0.34 0.50 -0.125
```
Positions in Å, forces in eV/Å.

Output
lowest unoccupied orbital energy (spin up / spin down)	-0.0630 / -0.0630	Ha
energy	-39479.3169	eV
net charge	0
F_max	0.0424	Eh/bohr
E_HOMO (spin up / spin down)	-7.685 / -7.684	eV

Which of these has the highest F_max?
C5H14N3S

Copy entry 2 word for word.
2 unconnected molecules or ions with the total composition C5H14N3S, computed with the ωB97M-V functional and the def2-TZVPD basis.

```
23
Properties=species:S:1:pos:R:3:forces:R:3:lowdin_charge:R:1
C 0.3492 2.0136 0.5730 -1.36 -2.37 0.66 -0.556
C -2.1710 -1.2053 -0.6386 0.72 3.05 1.18 -0.080
C 1.6605 -1.6555 0.2139 2.35 2.27 0.37 -0.105
C -0.8935 -1.6719 0.0343 -0.19 2.34 0.07 -0.263
C 0.4258 -1.0833 -0.3221 -0.73 2.20 -0.94 -0.662
N 0.2307 2.8510 1.5909 0.14 0.18 0.82 0.176
N 0.2001 2.5052 -0.6628 -0.21 1.96 0.50 0.164
N 0.4356 0.7095 0.7843 -0.15 -1.96 -0.21 0.110
S 0.4183 -0.5593 -1.9707 1.74 -0.67 -1.43 0.931
H -2.7796 -0.3068 -0.2610 1.43 -1.23 0.04 0.128
H -1.9162 -0.9761 -1.6210 -0.08 0.32 -1.97 0.000
H -2.8007 -1.9977 -0.6479 -2.14 -2.39 -0.10 0.046
H 2.5047 -0.7630 0.1898 -2.12 -2.45 0.35 0.162
H 1.4252 -1.9828 1.2403 0.76 -0.22 -0.43 0.101
H 2.0516 -2.4192 -0.4791 -0.33 -0.10 0.62 0.099
H -0.7302 -2.6738 -0.2086 0.13 -2.01 -0.08 0.125
H -0.9714 -1.5120 1.0550 -0.28 -0.50 2.33 0.095
H 0.3772 3.7874 1.2831 0.08 0.86 0.97 0.113
H 0.3492 2.5157 2.5565 0.02 0.75 -0.98 0.146
H -0.3024 3.4328 -0.7702 1.08 -2.02 -0.21 0.168
H 0.2283 1.7820 -1.3396 -0.28 0.05 -1.18 0.014
H 0.2561 0.3383 1.7379 0.53 1.01 -0.82 0.114
H 1.6525 -1.1289 -2.3375 -1.10 0.93 0.44 -0.027
```
Positions in Å, forces in eV/Å.

Output
lowest unoccupied orbital energy	-0.1377	Ha
energy	-20709.7988	eV
net charge	+1
F_max	0.0650	Eh/bohr
E_HOMO	-13.520	eV

Look up the energy of the second one.
-20709.7988 eV